Density functional theory data (ωB97M-V with the def2-TZVPD basis set) for a gas-phase ion, C3H7N4 (charge +1) in a non-equilibrium geometry.

Output
ΔE to the lowest compared entry with this formula, charge and spin	3.436	eV
SMILES	[H]/N=N/N1C=[NH+]CC1
largest force on an atom	4.81	eV/A
HOMO-LUMO gap	0.36673	Ha
HOMO	-14.4	eV

The geometry in ORCA input format:
```
! RIJCOSX wB97M-V def2-TZVPD def2/J DEFGRID3
* xyz 1 1
H -1.56 2.49 -2.46
N -1.00 1.99 -1.76
N -1.55 1.09 -1.22
N -0.38 0.45 -0.27
C 0.90 0.73 -0.11
N 1.50 -0.20 0.59
C 0.53 -1.27 0.98
C -0.84 -0.73 0.44
H 1.35 1.55 -0.51
H 2.42 -0.57 0.58
H 0.68 -1.30 2.12
H 0.85 -2.11 0.54
H -1.43 -1.53 -0.20
H -1.48 -0.61 1.27
*
```


Density functional theory data (ωB97M-V with the def2-TZVPD basis set) for 2 unconnected molecules or ions with the total composition C3H7N4 in a non-equilibrium geometry.

Output
ΔE to the lowest compared entry with this formula, charge and spin	2.361	eV
largest force on an atom	4.83	eV/A
HOMO-LUMO gap	0.31941	Ha
HOMO	-14.0	eV

The geometry in ORCA input format:
```
! RIJCOSX wB97M-V def2-TZVPD def2/J DEFGRID3
* xyz 1 1
C -2.02 0.81 1.83
C -1.40 0.03 0.83
C 0.97 -1.47 -2.19
N -1.09 1.71 2.14
N -0.14 0.53 0.63
N -0.01 1.45 1.47
N 0.98 -0.26 -1.70
H -2.92 0.68 2.42
H 0.77 -2.39 -1.49
H 1.06 -1.62 -3.24
H 0.72 2.12 1.58
H 0.72 -0.11 -0.72
H 1.17 0.53 -2.32
H -1.87 -0.74 0.22
*
```


Density functional theory data (ωB97M-V with the def2-TZVPD basis set) for 2 unconnected molecules or ions with the total composition C3H7N4 in a non-equilibrium geometry.

Output
ΔE to the lowest compared entry with this formula, charge and spin	2.303	eV
largest force on an atom	4.88	eV/A
HOMO-LUMO gap	0.36516	Ha
HOMO	-13.9	eV

The geometry in ORCA input format:
```
! RIJCOSX wB97M-V def2-TZVPD def2/J DEFGRID3
* xyz 1 1
C -1.56 0.24 -0.83
C 0.80 -0.33 -0.16
C -1.14 0.12 0.55
N -1.87 0.30 -1.94
N 1.67 0.56 -0.62
N -1.13 1.18 1.28
N 0.91 -1.65 -0.18
H -1.11 -0.91 0.92
H 1.46 1.52 -0.79
H 2.45 0.18 -1.20
H -0.99 1.15 2.32
H -1.26 2.03 0.86
H 0.06 -2.14 0.15
H 1.69 -2.26 -0.37
*
```


Density functional theory data (ωB97M-V with the def2-TZVPD basis set) for 2 unconnected molecules or ions with the total composition C3H7N4O in a non-equilibrium geometry.

Output
ΔE to the lowest compared entry with this formula, charge and spin	4.082	eV
largest force on an atom	3.23	eV/A
HOMO-LUMO gap (spin up / spin down)	0.26223 / 0.28807	Ha
HOMO (spin up / spin down)	-11.2 / -12.0	eV

The geometry in ORCA input format:
```
! RIJCOSX wB97M-V def2-TZVPD def2/J DEFGRID3
* xyz 1 1
C -0.97 -0.36 0.06
C -0.63 0.93 -0.57
C 0.89 0.29 1.02
N 2.36 -0.64 -0.31
N 0.43 1.39 0.32
N -0.01 -0.75 0.88
N -1.99 -1.09 -0.38
O 3.23 0.15 -0.47
H -0.31 0.71 -1.56
H -1.22 1.82 -0.65
H 1.34 0.37 1.98
H 1.23 1.91 0.02
H 0.16 -1.74 1.05
H -2.58 -0.91 -1.18
H -1.95 -2.08 -0.21
*
```


Density functional theory data (ωB97M-V with the def2-TZVPD basis set) for a molecular structure, C3H7N4O in a non-equilibrium geometry.

Output
ΔE to the lowest compared entry with this formula, charge and spin	6.978	eV
largest force on an atom	5.61	eV/A
HOMO-LUMO gap	0.31937	Ha
HOMO	-12.9	eV

The geometry in ORCA input format:
```
! RIJCOSX wB97M-V def2-TZVPD def2/J DEFGRID3
* xyz 1 1
C 0.83 1.37 -0.22
C 2.11 -0.95 -0.23
C -0.13 -0.75 0.49
N -0.27 0.81 0.09
N 0.84 -1.32 -0.26
N 2.42 0.30 -0.03
N -1.50 1.23 -0.18
O 3.34 0.97 0.18
H 1.18 2.41 -0.49
H 2.89 -1.71 -0.48
H 0.37 -0.59 1.50
H -1.09 -1.29 0.73
H 0.56 -1.82 -1.09
H -1.49 2.02 -0.81
H -2.29 0.65 0.08
*
```


Density functional theory data (ωB97M-V with the def2-TZVPD basis set) for C3H7N5 in the gas phase in a non-equilibrium geometry.

Output
ΔE to the lowest compared entry with this formula, charge and spin	5.246	eV
SMILES	N/N=c1\cc[nH]n1N
largest force on an atom	5.68	eV/A
HOMO-LUMO gap	0.31200	Ha
HOMO	-7.6	eV

The geometry in ORCA input format:
```
! RIJCOSX wB97M-V def2-TZVPD def2/J DEFGRID3
* xyz 0 1
N -2.54 -0.05 0.05
N -1.42 0.92 -0.04
C -0.35 0.19 -0.07
C -0.37 -1.26 -0.12
C 0.97 -1.67 0.00
N 1.75 -0.63 0.27
N 1.02 0.56 -0.27
N 1.48 1.83 0.03
H -3.34 0.62 -0.45
H -2.70 -0.15 1.08
H -1.25 -1.86 -0.35
H 1.56 -2.66 -0.21
H 2.81 -0.70 -0.08
H 1.37 2.38 -0.73
H 1.01 2.49 0.88
*
```